Density functional theory data (the ωB97M-V functional and the def2-TZVPD basis) for a single C6H8ClF molecule at a distorted geometry.

Bonds (Å) are listed after each position.
Geometry (Å):
1 C 0.33459 1.81304 0.69193  C2 1.461, H9 1.194, H10 1.217, H11 1.307
2 C 0.98938 0.60370 0.19770  C1 1.461, C3 1.365, C5 1.484
3 C 2.21097 0.39939 -0.37634  C2 1.365, F4 1.389, H12 1.119
4 F 2.45790 -0.91463 -0.75387  C3 1.389
5 C 0.38333 -0.69377 0.58882  C2 1.484, C6 1.519, C7 1.563, H13 1.050
6 C -0.77844 -0.79240 1.56195  C5 1.519, C7 1.579, H14 1.131, H15 1.200
7 C -1.04063 -0.98963 0.01735  C5 1.563, C6 1.579, Cl8 1.840, H16 1.152
8 Cl -2.07137 0.23080 -0.89569  C7 1.840
9 H 1.22052 2.61086 0.63432  C1 1.194
10 H -0.52996 2.03695 -0.13515  C1 1.217
11 H -0.40769 1.77583 1.76704  C1 1.307
12 H 2.94194 1.11399 -0.83235  C3 1.119
13 H 0.89187 -1.59363 0.40124  C5 1.050
14 H -0.89626 -1.72498 2.19027  C6 1.131
15 H -1.31014 0.08109 2.19078  C6 1.200
16 H -1.41337 -2.03412 -0.29298  C7 1.152

DFT total energy: -21587.77269 eV
net charge: 0
ΔE to the lowest compared entry with this formula, charge and spin: 81.5 kcal/mol
frontier orbital gap: 9.8 eV
2S+1: 1

Results of the natural (NBO) charge analysis, in e, for atoms 1 through 4: C -0.671; C -0.089; C 0.206; F -0.360